{
  "formula": "C23H48Ca3NO15P2",
  "method": "the ωB97M-V functional and the def2-TZVPD basis",
  "max_force_ha_per_bohr": 0.1337,
  "mol_weight_da": 760.81,
  "lumo_energy_ev": 1.893,
  "orbital_gap_ev": 4.936,
  "charge": -1,
  "homo_ev": -3.04,
  "elements": ["Ca", "Ca", "Ca", "P", "O", "O", "O", "O", "P", "O", "O", "O", "O", "O", "C", "O", "O", "H", "C", "C", "C", "O", "C", "H", "H", "H", "H", "H", "H", "H", "H", "C", "C", "C", "O", "C", "H", "H", "H", "H", "H", "H", "H", "H", "C", "C", "C", "O", "C", "H", "H", "H", "H", "H", "H", "H", "H", "C", "C", "C", "O", "C", "H", "H", "H", "H", "H", "H", "H", "H", "C", "C", "N", "C", "C", "C", "C", "H", "H", "H", "H", "H", "H", "H", "H", "H", "H", "H", "H", "H", "H", "H"],
  "xyz": [[18.609148, -6.227576, -6.146489], [15.857545, -9.581102, -7.022547], [19.418906, -9.376027, -6.656713], [21.188067, -6.996105, -7.157465], [19.765660, -7.325311, -7.834035], [21.206190, -8.229538, -6.237001], [20.678869, -5.597688, -6.702450], [22.126431, -6.795344, -8.350650], [17.267025, -8.569365, -5.149411], [17.505152, -8.140067, -6.622922], [17.632234, -10.028876, -5.490258], [15.759225, -8.388126, -5.091647], [18.267247, -7.566219, -4.532246], [17.846205, -11.659869, -10.252854], [17.429566, -10.998397, -9.151517], [18.225294, -10.552505, -8.310274], [16.187203, -10.749963, -9.035007], [17.051312, -11.630740, -10.808237], [15.640749, -3.983405, -3.477571], [15.877048, -2.835370, -4.468550], [16.626260, -3.513388, -5.600482], [16.842293, -4.889005, -5.266869], [15.854183, -5.237429, -4.309599], [14.648661, -4.068149, -3.021525], [16.299343, -3.903266, -2.610050], [16.450487, -2.052852, -3.973778], [14.923402, -2.421527, -4.792104], [17.552334, -3.071065, -5.965797], [15.985360, -3.488520, -6.497457], [16.114878, -6.110955, -3.714172], [14.921450, -5.539824, -4.805136], [21.254431, -3.637666, -2.789733], [20.032699, -4.174656, -2.066315], [19.417762, -5.110356, -3.105881], [19.562383, -4.351388, -4.312790], [20.853978, -3.724845, -4.260783], [22.091145, -4.322700, -2.639988], [21.579044, -2.653603, -2.453452], [19.279184, -3.433603, -1.790660], [20.220654, -4.773001, -1.166933], [18.358440, -5.304404, -2.944802], [19.915657, -6.083346, -3.155196], [20.783571, -2.810079, -4.851379], [21.505604, -4.382767, -4.847239], [15.647365, -13.014158, -4.102854], [15.883836, -13.823824, -5.365959], [15.708896, -12.773672, -6.495691], [15.279423, -11.559940, -5.849622], [14.702442, -11.930341, -4.599586], [16.535447, -12.568279, -3.655884], [15.183295, -13.584518, -3.291705], [15.176328, -14.629502, -5.551260], [16.909935, -14.187931, -5.326316], [15.042652, -13.058392, -7.309910], [16.683192, -12.558598, -6.940742], [13.709441, -12.381651, -4.734194], [14.626066, -11.006880, -4.027398], [13.884127, -6.693277, -9.832140], [13.608698, -6.129809, -8.434227], [14.623406, -6.890143, -7.549732], [15.098813, -7.961885, -8.331750], [15.189697, -7.488592, -9.680241], [14.007096, -5.964099, -10.637191], [13.117878, -7.391289, -10.169309], [12.594246, -6.394586, -8.117764], [13.590446, -5.042067, -8.378501], [14.150744, -7.203755, -6.620913], [15.410173, -6.194185, -7.236813], [15.115237, -8.348661, -10.340649], [16.105228, -6.915608, -9.821305], [20.015803, -10.680110, -3.764655], [21.126208, -11.149350, -4.724559], [20.690568, -11.436422, -6.102071], [19.768921, -12.571870, -6.183908], [20.246229, -13.898223, -5.601114], [21.875499, -11.576772, -6.961369], [21.662096, -11.045435, -8.385831], [20.455056, -10.663359, -2.763117], [19.109435, -11.283478, -3.746996], [19.689528, -9.654913, -3.946475], [21.896190, -10.386759, -4.638493], [21.522365, -12.042419, -4.215368], [18.879061, -12.242823, -5.639527], [19.479493, -12.721096, -7.223745], [19.722630, -14.726696, -6.084010], [21.319178, -14.067265, -5.714890], [20.057067, -14.012293, -4.529388], [22.141927, -12.643675, -7.034664], [22.762327, -11.103570, -6.545717], [21.500358, -9.962015, -8.344142], [20.792564, -11.457778, -8.896846], [22.593247, -11.215343, -8.926240]],
  "atomic_forces_ev_per_a": [[1.670, 1.247, -1.886], [0.525, -1.344, -0.822], [1.006, 0.742, -2.089], [-2.623, 1.705, -6.124], [-1.506, -1.810, -0.209], [2.335, 0.104, 2.099], [1.524, 0.787, 3.114], [1.046, -1.047, 2.138], [0.774, 1.869, -2.064], [-0.749, 1.889, -2.767], [-0.315, -1.702, 3.455], [-1.131, -0.267, 2.527], [-1.109, -2.344, 3.243], [-0.192, 0.082, -0.001], [-0.612, 1.957, 1.345], [0.725, -1.253, -0.591], [-0.547, -0.823, -0.915], [0.229, -0.329, -0.035], [-0.428, -0.402, 0.553], [-0.027, -0.025, 0.959], [-0.466, -0.096, -1.683], [-0.145, 0.383, 0.318], [-0.485, -0.237, 0.510], [-0.112, 0.481, -0.294], [0.384, -0.209, -0.295], [0.024, 0.090, -0.199], [0.106, 0.088, -0.192], [0.280, -0.034, 0.679], [-0.096, -0.133, 0.096], [0.592, 0.027, -0.270], [0.033, 0.250, -0.215], [0.234, -0.065, 0.122], [-0.684, -1.100, 0.592], [-0.023, 0.773, -0.108], [-0.608, -0.206, 0.417], [0.095, -0.698, -1.279], [0.014, 0.069, 0.140], [-0.135, 0.082, -0.079], [0.209, 0.290, -0.150], [0.362, 0.334, 0.042], [-0.029, 0.017, -0.060], [0.204, 0.087, -0.166], [-0.067, 0.245, 0.411], [0.137, 0.106, 0.127], [-0.969, 0.208, 1.047], [0.420, 0.535, -0.526], [1.175, 0.132, 0.242], [-0.909, -0.733, -0.521], [0.286, 0.137, -0.005], [0.235, 0.013, -0.475], [-0.042, -0.123, -0.167], [0.048, -0.167, 0.468], [-0.127, -0.339, -0.370], [-0.281, -0.070, 0.211], [-0.081, 0.136, -0.081], [-0.079, 0.221, -0.156], [0.089, -0.151, 0.199], [0.606, 0.216, -0.701], [-0.915, -0.553, -0.086], [-0.581, 2.002, 0.391], [-0.378, 0.406, -0.377], [-1.056, -0.254, 0.028], [-0.150, 0.203, 0.240], [-0.141, 0.069, 0.195], [0.045, -0.150, -0.119], [0.692, 0.004, 0.058], [0.200, -0.577, -0.090], [0.387, -0.375, -0.203], [0.657, -0.129, 0.099], [0.043, -0.002, 0.021], [0.119, 0.392, 0.035], [-0.953, -0.489, 1.408], [1.187, 0.424, 0.578], [-0.163, 0.201, 0.399], [0.160, -0.467, 0.369], [-0.197, -0.839, -1.054], [0.023, 0.553, 0.711], [-0.062, -0.109, 0.019], [0.123, -0.194, -0.051], [0.096, 0.014, -0.126], [0.056, 0.072, -0.818], [0.288, -0.196, -0.441], [-0.184, -0.152, -0.229], [0.094, 0.223, -0.082], [0.059, 0.010, -0.063], [-0.046, 0.036, -0.235], [-0.089, 0.261, -0.018], [0.023, 0.010, 0.044], [-0.299, 0.345, 0.264], [0.221, 0.028, -0.089], [0.139, -0.341, -0.013], [-0.184, -0.019, -0.323]],
  "mulliken_charge": [1.248, 1.495, 1.705, 0.324, -0.974, -0.583, -0.755, -0.879, -0.589, -0.770, 0.986, -0.962, -0.544, -0.491, 0.354, -0.328, -0.899, 0.323, -0.526, -0.592, -0.814, 0.844, -0.727, 0.439, 0.126, 0.275, 0.322, 0.342, 0.276, 0.270, 0.317, -0.596, -0.684, 0.050, -0.115, -0.566, 0.286, 0.322, 0.247, 0.394, 0.071, 0.060, 0.375, 0.111, -0.334, -0.544, 0.351, -0.381, -0.718, 0.020, 0.403, 0.327, 0.143, 0.414, -0.511, 0.298, 0.362, -0.578, -0.681, -0.246, -0.193, -0.688, 0.350, 0.255, 0.254, 0.387, 0.478, -0.109, 0.331, 0.346, -0.575, -0.752, 0.830, -0.050, -1.840, -0.719, -1.011, 0.506, -0.120, -0.072, 0.449, 0.558, -0.273, 0.300, 0.486, 0.404, 0.348, 0.276, 0.511, 0.234, 0.156, 0.449]
}